{
  "formula": "C6H16N2",
  "method": "ωB97M-V with the def2-TZVPD basis set",
  "elements": ["C", "C", "N", "C", "C", "C", "C", "N", "H", "H", "H", "H", "H", "H", "H", "H", "H", "H", "H", "H", "H", "H", "H", "H"],
  "coordinates": [[-2.542852, 0.454603, -1.997427], [-1.214857, 0.011245, -1.379095], [-0.819827, 0.310511, -0.063224], [-0.525350, 1.744481, -0.031141], [-0.066063, -0.673759, 0.727215], [1.395261, -0.414218, 1.082330], [1.841798, -1.576838, 2.007956], [2.190683, -0.364984, -0.131096], [-3.154756, 0.817367, -1.063803], [-2.975380, -0.249290, -2.665878], [-2.463121, 1.329858, -2.700706], [-1.308261, -1.121962, -1.433399], [-0.497444, 0.463441, -2.119924], [-1.414908, 2.035167, 0.381021], [0.175896, 2.034734, 0.621464], [-0.353370, 2.230090, -0.998933], [-0.654667, -0.670176, 1.746929], [-0.148995, -1.613416, 0.229970], [1.436324, 0.497510, 1.760371], [2.022589, -2.570928, 1.577037], [2.850850, -1.280263, 2.425310], [1.245175, -1.586939, 2.888856], [1.881505, 0.437314, -0.718701], [3.099770, -0.243557, -0.145127]],
  "atomic_forces_ev_per_a": [[-0.8, 3.3, 2.3], [0.5, -2.7, -2.7], [0.7, 0.6, -0.4], [-1.4, -1.8, -1.5], [-1.6, 1.8, 1.9], [0.2, -0.5, 0.9], [2.5, 1.2, 0.0], [-6.2, 0.9, -1.5], [0.2, -1.0, -2.1], [-0.7, -1.1, 0.2], [0.3, -0.3, 1.0], [0.8, 1.2, -0.2], [0.3, -1.1, 0.3], [-2.3, 2.3, 0.7], [3.0, 0.7, 2.4], [0.0, -0.4, 0.0], [1.3, -0.6, -1.6], [-0.1, -0.8, -0.2], [0.1, -0.6, -0.9], [-0.6, 0.4, -0.2], [-0.8, -0.3, -0.5], [-0.9, -0.4, 0.5], [-0.2, -1.0, 0.5], [5.7, 0.3, 1.1]],
  "energy_ev": -9459.1322,
  "e_above_lowest_kj_mol": 283.87,
  "smiles": "CCN(C)C[C@@H](C)N",
  "gap_ev": 8.864,
  "spin_multiplicity": 1,
  "e_homo_ha": -0.2880
}